Entry 1:
Formula: C5H16N3
Source: OMol25
Level of theory: the ωB97M-V functional and the def2-TZVPD basis

## Properties
LUMO in Ha: -0.1126
Gap between HOMO and LUMO in eV: 11.1
HOMO in eV: -14.193
Charge: +1

Structure (XYZ):
```
24
Properties=species:S:1:pos:R:3:forces:R:3:lowdin_charge:R:1
C -1.0156 2.5335 -1.8692 0.93 -0.86 -0.27 -0.149
C 0.4778 2.9001 -1.8342 -0.14 1.84 0.70 -0.170
H -1.1867 1.5956 -1.3173 -0.11 -0.20 -0.77 0.020
H -1.6528 3.2081 -1.3140 0.02 0.57 -0.25 0.063
H -1.2499 2.5128 -2.9441 -0.76 -0.39 0.66 0.079
H 0.9801 3.0310 -2.7897 -0.12 -0.83 -0.22 0.065
H 1.1209 2.4206 -1.1018 -0.09 -0.51 -0.13 0.051
H 0.4803 3.9353 -1.5087 0.25 0.37 0.30 0.059
C -1.2201 -0.7237 1.2491 -2.71 -1.80 -0.70 -0.241
C -1.5006 -0.2101 2.6133 2.17 0.73 2.62 -0.084
C 0.8244 -1.3387 0.0361 2.01 0.60 -2.22 -0.402
N 0.2038 -0.9982 1.1339 -0.15 0.07 0.28 0.098
N 0.4764 -0.8252 -1.1695 -0.95 -0.37 1.15 0.219
N 1.9870 -2.0354 -0.0064 -1.11 0.44 0.56 0.205
H -1.7438 -1.7042 1.0358 0.46 0.63 0.78 0.148
H -1.7745 -0.1415 0.5207 1.16 0.90 -0.65 0.111
H -0.9477 -0.9146 3.2916 -1.15 0.40 0.05 0.094
H -2.4363 0.1503 3.0524 -0.50 -1.22 -0.88 0.099
H 0.6548 -1.2419 2.0065 -0.11 -0.04 -0.05 0.163
H -0.4306 -0.3921 -1.2623 0.20 0.15 -0.18 0.097
H 0.9277 -1.1474 -2.0050 -0.10 -0.12 -0.14 0.130
H 2.4236 -2.4546 0.7966 -0.02 0.04 -0.02 0.133
H 2.4857 -1.9645 -0.8719 0.47 -0.26 0.07 0.122
H -0.9461 0.7206 2.8282 0.35 -0.12 -0.70 0.091
```
Forces are in eV/Å.

Entry 2:
Formula: C7H14N2OS
Source: OMol25
Level of theory: the ωB97M-V functional and the def2-TZVPD basis

## Properties
LUMO (spin up / spin down) in Ha: 0.0193 / 0.0094
Gap between HOMO and LUMO (spin up / spin down) in eV: 7.7 / 7.2
HOMO (spin up / spin down) in eV: -7.198 / -6.981

Structure (XYZ):
```
25
Properties=species:S:1:pos:R:3:forces:R:3:lowdin_charge:R:1
C -1.8555 -0.0262 1.0670 0.37 -0.26 0.73 -0.122
C -1.4514 1.3460 0.4370 0.02 0.03 0.53 -0.206
C -1.3605 -0.2772 -1.3542 -2.67 0.26 2.42 -0.113
C -1.3112 -1.0362 0.0432 1.32 -1.92 1.36 -0.312
C -0.8870 1.0238 -0.9065 0.91 -1.67 1.74 -0.079
C 0.8327 -2.3976 -0.0212 0.29 -1.90 -2.40 -0.079
C 2.2846 2.1144 0.1256 -0.02 -4.73 -0.09 -0.148
N 0.0714 -1.2076 0.4274 1.90 -1.04 -0.88 -0.269
N 0.6407 0.0077 0.3762 -0.17 2.19 0.24 -0.229
O 3.1014 -0.6100 0.3984 1.36 0.12 0.99 -0.531
S 2.1796 0.2592 -0.3215 -0.97 0.68 -1.07 0.854
H -1.1662 -0.0438 2.0091 -1.93 -0.69 -1.37 0.141
H -2.9540 -0.3075 1.2207 1.44 1.14 0.17 0.129
H -2.2923 1.9447 0.3143 -1.86 1.32 -0.18 0.078
H -0.8021 1.8747 1.1631 -0.05 -0.20 -0.89 0.112
H -0.7295 -0.6588 -2.0887 0.43 -1.07 -1.57 0.087
H -2.5063 -0.3450 -1.4794 1.66 0.24 -0.66 0.160
H -1.6818 -2.0924 0.1413 -0.52 1.16 -0.51 0.155
H -0.1661 1.5293 -1.4819 0.36 1.11 -0.49 0.077
H 0.3402 -2.7569 -1.0490 1.03 0.42 2.07 0.108
H 1.9659 -2.2138 -0.2790 -2.54 -0.15 0.85 0.074
H 0.7955 -3.2971 0.7186 -0.16 1.83 -1.11 0.103
H 2.0637 2.2774 1.0903 -1.21 0.43 3.51 0.014
H 1.6461 2.5124 -0.5301 -2.44 1.85 -2.43 -0.014
H 3.2422 2.3804 -0.0208 3.43 0.86 -0.94 0.008
```
Forces are in eV/Å.

Entry 3:
Formula: C31H33Cl3N3PdSSb2Si
Source: OMol25
Level of theory: the ωB97M-V functional and the def2-TZVPD basis

## Properties
LUMO in Ha: -0.1383
Gap between HOMO and LUMO in eV: 6.7
HOMO in eV: -10.433
Charge: +1

Structure (XYZ):
```
75
Properties=species:S:1:pos:R:3:forces:R:3:lowdin_charge:R:1
Pd 1.0347 -1.0444 0.6097 0.35 0.50 -0.42 0.217
C -2.4203 0.0178 1.0622 0.02 0.03 0.06 -0.401
C -3.0468 0.2695 -0.3024 0.01 0.00 -0.11 -0.333
C -2.0812 0.1869 -1.4874 0.11 0.00 -0.03 -0.337
Sb -0.5457 -1.3035 -1.4406 -0.03 -0.16 0.47 1.509
C 0.4050 -0.8370 -3.2725 0.01 0.05 -0.06 -0.357
C 0.7144 -1.8391 -4.1883 0.05 -0.05 0.05 -0.116
C 1.2662 -1.5088 -5.4180 0.01 0.03 -0.01 -0.073
C 1.5042 -0.1801 -5.7439 -0.02 -0.02 0.03 -0.072
C 1.1897 0.8216 -4.8362 0.01 -0.04 -0.02 -0.072
C 0.6420 0.4947 -3.6035 0.00 0.04 0.07 -0.125
C -1.5354 -3.0820 -1.9788 0.08 -0.08 -0.11 -0.423
C -2.8855 -3.0663 -2.3069 -0.02 0.01 0.04 -0.113
C -3.5140 -4.2344 -2.7227 0.03 0.02 0.01 -0.066
C -2.7913 -5.4127 -2.8267 0.03 0.00 0.00 -0.065
C -1.4372 -5.4298 -2.5133 -0.05 0.00 0.00 -0.070
C -0.8123 -4.2688 -2.0874 0.01 0.02 0.07 -0.181
Sb -0.6624 1.1254 1.7067 -0.12 0.00 0.05 1.439
C -0.2786 2.5113 0.1292 0.05 0.10 -0.02 -0.411
C 0.9684 2.4067 -0.4878 0.00 0.07 0.05 -0.184
C 1.3592 3.3110 -1.4697 -0.03 -0.02 -0.01 -0.100
C 0.4985 4.3294 -1.8489 0.01 -0.02 0.00 -0.076
C -0.7421 4.4512 -1.2338 -0.03 -0.01 0.02 -0.068
C -1.1238 3.5551 -0.2448 -0.04 -0.01 -0.04 -0.114
C -1.7089 2.4169 3.0369 0.08 0.04 0.15 -0.396
C -1.0637 2.8146 4.2062 -0.01 0.05 -0.01 -0.144
C -1.6977 3.6520 5.1156 -0.02 0.00 -0.03 -0.081
C -2.9870 4.0971 4.8637 0.01 -0.01 -0.02 -0.077
C -3.6423 3.7013 3.7048 0.03 0.01 0.02 -0.077
C -3.0072 2.8635 2.7988 -0.02 -0.05 -0.04 -0.139
H -2.1279 -1.0336 1.1304 0.01 0.00 0.03 -0.021
H -3.1450 0.1758 1.8627 -0.07 0.01 -0.06 0.057
H -3.5161 1.2572 -0.3313 0.01 0.01 0.00 0.102
H -3.8569 -0.4523 -0.4441 0.00 0.01 0.00 0.103
H -1.5221 1.1173 -1.5934 0.01 -0.03 0.01 0.029
H -2.5944 0.0233 -2.4366 -0.06 0.00 0.02 0.070
H 0.5194 -2.8805 -3.9609 -0.02 0.04 0.00 0.088
H 1.5012 -2.2930 -6.1258 0.00 0.01 0.00 0.110
H 1.9259 0.0734 -6.7076 0.00 0.00 0.00 0.109
H 1.3628 1.8603 -5.0872 0.00 0.00 0.00 0.109
H 0.3977 1.2912 -2.9103 0.01 -0.02 -0.02 0.070
H -3.4639 -2.1531 -2.2376 0.00 0.01 0.00 0.089
H -4.5680 -4.2192 -2.9666 0.00 0.00 0.00 0.111
H -3.2822 -6.3204 -3.1525 0.01 0.01 0.00 0.111
H -0.8726 -6.3494 -2.5936 0.00 0.01 0.00 0.111
H 0.2391 -4.3001 -1.8204 0.01 0.01 0.01 0.103
H 1.6738 1.6384 -0.1753 -0.01 -0.02 -0.01 0.060
H 2.3350 3.2205 -1.9309 0.00 0.01 0.00 0.109
H 0.7973 5.0389 -2.6096 0.00 0.00 0.00 0.108
H -1.4081 5.2569 -1.5150 0.00 0.00 0.00 0.109
H -2.0833 3.6848 0.2436 0.02 -0.01 0.00 0.093
H -0.0559 2.4734 4.4173 -0.01 -0.01 -0.01 0.084
H -1.1860 3.9529 6.0205 0.00 0.00 0.00 0.106
H -3.4839 4.7487 5.5702 0.00 0.00 0.00 0.107
H -4.6504 4.0433 3.5088 0.00 0.00 0.00 0.107
H -3.5425 2.5533 1.9071 0.01 0.00 0.01 0.089
Cl 1.8753 -4.0340 1.9016 -0.06 -0.03 0.01 0.284
Si 0.2755 -2.7576 1.7541 -0.24 -0.31 0.17 -0.857
Cl -0.1659 -2.0518 3.6339 0.01 -0.03 -0.02 0.283
Cl -1.3538 -3.8569 1.2304 -0.04 -0.06 -0.01 0.340
C 3.6967 0.0532 4.9355 0.02 0.02 -0.01 -0.078
C 3.4435 -1.2321 4.1441 0.01 -0.05 -0.01 -0.241
C 3.7892 -1.0703 2.7024 -0.05 0.07 0.02 -0.611
N 2.9483 -0.7691 1.7722 -0.05 -0.33 -0.26 -0.098
N 3.5003 -0.6169 0.5230 -0.13 0.14 -0.20 -0.036
C 4.7811 -0.8257 0.5150 0.06 0.00 0.23 -0.684
N 5.5486 -0.7406 -0.5900 -0.01 0.08 0.01 0.113
S 5.4104 -1.1869 2.0960 0.02 0.01 -0.04 1.141
H 3.4253 -0.0897 5.9803 -0.01 -0.01 -0.01 0.081
H 3.1019 0.8739 4.5338 0.00 -0.01 0.00 0.078
H 4.7473 0.3442 4.8978 -0.01 0.00 0.00 0.076
H 2.3919 -1.5090 4.1913 0.00 0.01 0.02 0.051
H 4.0162 -2.0612 4.5632 0.01 0.01 -0.01 0.118
H 5.0822 -0.6211 -1.4731 0.01 -0.02 -0.01 0.113
H 6.4939 -1.0755 -0.5939 0.00 -0.01 0.01 0.103
```
Forces are in eV/Å.

Entry 4:
Formula: C6H8
Source: OMol25
Level of theory: the ωB97M-V functional and the def2-TZVPD basis

## Properties
LUMO in Ha: 0.0425
Gap between HOMO and LUMO in eV: 9.9
HOMO in eV: -8.750

Structure (XYZ):
```
14
Properties=species:S:1:pos:R:3:forces:R:3:lowdin_charge:R:1
C 1.1271 -1.6668 -0.3091 1.22 -0.50 1.15 0.038
C 1.3816 -0.8397 0.5734 -0.22 -0.28 -0.40 -0.168
C 1.0932 0.4345 1.0828 -1.41 0.80 -0.98 -0.094
C -0.2916 1.0224 -0.0464 1.28 -0.59 1.12 -0.198
C -1.5840 0.2400 0.0340 0.17 -0.01 0.10 -0.140
C -0.6572 0.1782 -1.1531 1.11 -1.60 0.14 -0.175
H 1.3644 -2.6283 -0.7027 -0.19 -0.13 -0.31 0.057
H 0.6369 0.4486 2.0775 0.16 0.06 -0.23 0.097
H 1.9210 1.1504 0.9829 -0.41 -0.15 0.04 0.096
H -0.1533 2.0997 -0.0026 -0.36 -0.25 -0.30 0.114
H -2.5659 0.7279 0.0101 0.50 0.02 -0.13 0.093
H -1.5635 -0.6414 0.6830 -0.02 0.22 -0.13 0.095
H 0.1146 -0.9230 -1.0196 -1.73 2.10 -0.63 0.084
H -0.8233 0.3975 -2.2101 -0.09 0.31 0.57 0.101
```
Forces are in eV/Å.

Entry 5:
Formula: C11H17N4
Source: OMol25
Level of theory: the ωB97M-V functional and the def2-TZVPD basis

## Properties
LUMO in Ha: -0.0956
Gap between HOMO and LUMO in eV: 8.6
HOMO in eV: -11.196
Charge: +1

Structure (XYZ):
```
32
Properties=species:S:1:pos:R:3:forces:R:3:lowdin_charge:R:1
C -3.0808 0.5782 -1.1973 0.29 0.23 0.21 -0.039
C -2.1403 -0.4517 0.8144 0.75 2.15 0.51 -0.446
N -3.0303 0.3894 0.2596 -0.27 -0.22 -0.81 0.048
N -1.5841 -1.3859 0.0842 -0.39 -1.57 -1.22 0.235
N -1.6167 -0.1697 1.9932 0.43 -0.77 1.45 0.225
H -3.7924 0.7710 0.7803 0.03 0.23 0.59 0.149
H -2.1803 -1.8345 -0.5977 0.17 0.24 -0.18 0.143
H -0.7666 -1.9313 0.3184 0.22 0.40 0.44 0.113
H -1.7903 0.6023 2.6061 -0.65 0.63 -0.58 0.135
H -0.8577 -0.7257 2.3657 -0.17 -0.41 -0.42 0.110
H -3.1852 1.6177 -1.5017 -0.72 0.20 0.63 0.097
H -3.8590 -0.0323 -1.6380 0.13 -0.11 -0.41 0.092
H -2.0807 0.4253 -1.5696 0.19 -0.85 -0.32 0.083
C 1.5970 -1.8387 -2.0164 1.14 -1.02 -1.17 -0.040
C 1.4369 0.2842 1.0143 -1.06 -0.76 -0.86 -0.236
C 1.5613 0.1348 -0.3822 0.01 0.85 0.79 -0.143
C 1.7564 -1.2669 -0.6548 -1.29 0.58 -0.92 -0.230
C 1.7155 -1.8974 0.5299 -0.17 -0.52 -0.03 -0.074
C 1.3163 1.5064 1.6385 1.07 0.69 -0.17 -0.035
C 1.4494 2.6325 0.8368 -0.06 0.38 0.29 -0.080
C 1.5443 1.2991 -1.1408 1.11 0.31 -0.93 -0.025
C 1.5037 2.5534 -0.5522 -0.47 -0.98 0.19 -0.075
N 1.3469 -1.0015 1.5367 0.64 0.15 0.02 0.048
H 1.6940 -1.1211 2.4497 0.47 -0.42 1.24 0.135
H 1.4239 1.6349 2.7019 -0.29 -0.16 0.33 0.110
H 1.9066 -2.9440 0.7066 -0.25 -0.03 0.30 0.132
H 1.6368 3.5822 1.3182 -0.42 0.15 0.03 0.108
H 1.8849 1.2952 -2.1738 -0.68 -0.32 -0.18 0.118
H 1.4818 -1.1270 -2.8302 0.31 0.50 0.28 0.076
H 0.7688 -2.5120 -2.2067 -0.54 -0.12 0.73 0.071
H 1.4932 3.4096 -1.2025 0.33 0.34 0.14 0.105
H 2.4468 -2.4765 -2.2907 0.11 0.25 0.00 0.090
```
Forces are in eV/Å.

Entry 6:
Formula: C14H7F7N4OS
Source: OMol25
Level of theory: the ωB97M-V functional and the def2-TZVPD basis

## Properties
LUMO in Ha: -0.0236
Structure (SMILES): Cc1c(Sc2c(F)c(F)c(C(F)(F)F)c(F)c2F)oc2nc(N)nc(N)c12
Gap between HOMO and LUMO in eV: 7.3
HOMO in eV: -7.950

Structure (XYZ):
```
34
Properties=species:S:1:pos:R:3:forces:R:3:lowdin_charge:R:1
F 1.2507 -2.6977 -2.8371 -0.03 -1.20 1.27 0.117
F -2.2625 0.3338 -1.3991 0.18 -0.30 0.35 0.137
F 1.4687 -1.4573 -5.2131 -1.66 0.14 2.03 0.099
F -2.2466 1.3517 -3.6059 0.39 1.35 -1.27 0.127
F -0.0137 0.0791 -6.8383 0.39 -0.44 0.85 0.109
F -1.1615 1.6661 -6.1125 1.30 0.06 1.65 0.116
F 1.1018 1.6211 -5.8200 -2.22 -0.81 1.01 0.102
N 2.2273 0.9090 2.2664 -0.25 -0.89 -2.71 0.214
N 1.1242 1.4681 4.2941 -1.82 -0.56 -2.52 0.178
O 1.1663 -0.4668 0.6975 -0.54 -0.88 1.56 0.084
S -0.7103 -2.1700 -0.4811 0.52 -0.54 -0.96 1.093
C -0.0149 -1.2136 0.7753 -0.58 0.86 2.04 -0.524
C -0.6135 -1.1022 2.0191 -1.78 -0.44 -1.45 -0.152
C 1.9865 1.6316 3.3194 0.48 -2.90 1.04 -0.561
C 1.2590 0.0649 1.9766 1.15 2.32 -2.26 -0.258
C 0.1549 0.6346 3.8826 4.69 0.33 -0.81 -0.431
C 0.3422 -1.7699 -3.0057 0.19 2.65 -1.69 -0.216
C -1.3313 -0.0943 -2.2284 1.83 -1.17 -0.86 -0.238
C 0.5199 -1.1338 -4.2688 -1.87 2.98 0.31 -0.064
C -1.1963 0.5612 -3.4441 0.22 -2.11 -0.82 -0.133
C -0.5262 -1.2115 -1.9917 0.64 -1.22 0.05 -0.310
C 0.1528 -0.0897 2.7430 -0.37 -2.88 -2.46 -0.063
C -0.3022 0.0769 -4.4776 0.60 -0.22 1.07 0.072
N 2.9284 2.4100 3.6918 2.15 4.33 2.73 0.163
N -0.6216 0.4533 4.8423 -4.26 0.95 5.47 0.178
C -1.9147 -1.8979 2.3853 1.24 0.83 -0.40 -0.036
C -0.0906 0.8837 -5.7380 0.03 0.28 -3.28 -0.463
H 2.5019 3.0740 4.3482 1.09 -0.07 -0.20 0.128
H 3.3839 2.8143 2.9443 1.66 1.11 -1.57 0.083
H -1.5280 0.3134 4.4931 -1.92 -0.31 0.63 0.097
H -0.3689 1.3386 5.3672 -1.78 -1.57 0.62 0.158
H -1.6364 -2.9156 2.6337 0.13 -0.13 0.49 0.075
H -2.4096 -1.4219 3.2298 -0.13 -0.20 -0.02 0.060
H -2.6198 -2.0437 1.5516 0.33 0.63 0.12 0.062
```
Forces are in eV/Å.

For reference, relative energy (zero: lowest compared OMol25 entry of this formula, charge and spin) by record: 134.6; 382.1; 0.0; 421.2; 68.6; 160.9 kJ/mol.